Computed, not measured: a molecular structure, C42H40ClN10O5RbS4 at a distorted geometry, with ωB97M-V/def2-TZVPD.

```
! wB97M-V def2-TZVPD RIJCOSX def2/J DEFGRID3
* xyz -2 1
Rb -0.392 -0.245 -0.335
Cl -4.453 5.417 -4.788
C -3.600 4.092 -4.034
C -2.599 3.432 -4.753
C -1.944 2.381 -4.184
C -2.238 1.888 -2.861
O -1.649 0.893 -2.397
C -3.259 2.633 -2.148
C -3.627 2.312 -0.814
N -3.117 1.374 -0.112
C -3.600 0.961 1.083
C -4.919 0.554 1.239
C -5.362 -0.028 2.426
C -4.512 -0.200 3.487
C -3.183 0.260 3.406
C -2.273 0.190 4.482
C -1.037 0.757 4.349
C -0.694 1.350 3.124
N -1.486 1.375 2.088
C -2.717 0.853 2.203
C -3.913 3.710 -2.758
H -2.363 3.764 -5.756
H -1.166 1.864 -4.727
H -4.397 2.965 -0.370
H -5.599 0.674 0.406
H -6.392 -0.354 2.501
H -4.847 -0.671 4.400
H -2.573 -0.304 5.397
H -0.315 0.735 5.150
H 0.276 1.815 2.993
H -4.677 4.242 -2.203
C 3.625 -3.030 -1.640
C 3.236 -1.613 -1.290
N 2.276 -1.340 -0.490
O 1.606 -2.428 0.043
C 4.015 -0.534 -1.865
C 5.319 -0.849 -2.569
N 3.610 0.682 -1.729
O 4.290 1.679 -2.173
H 2.827 -3.699 -1.327
H 4.540 -3.313 -1.121
H 3.785 -3.137 -2.710
H 0.999 -2.055 0.733
H 5.963 -1.461 -1.939
H 5.810 0.103 -2.770
H 5.159 -1.365 -3.516
O 1.175 -1.851 5.856
C 0.046 -2.495 5.536
C -0.660 -3.139 6.555
C -1.845 -3.797 6.290
C -2.340 -3.842 4.996
C -1.642 -3.222 3.977
C -0.456 -2.542 4.222
C 0.202 -1.840 3.076
O -0.282 -1.913 1.929
N 1.293 -1.160 3.433
N 1.816 -0.354 2.476
C 2.840 0.330 2.691
S 3.856 0.273 4.210
C 4.996 1.591 3.673
C 5.100 1.534 2.166
S 3.387 1.512 1.520
H 1.501 -1.426 4.989
H -0.261 -3.088 7.560
H -2.382 -4.278 7.100
H -3.271 -4.348 4.786
H -2.007 -3.240 2.959
H 5.955 1.414 4.161
H 4.588 2.551 3.994
H 5.604 0.625 1.833
H 5.602 2.409 1.755
N -4.573 -4.140 -5.802
C -3.222 -4.244 -5.609
S -2.313 -4.985 -6.785
C -2.668 -3.786 -4.357
C -1.289 -3.574 -4.212
C -0.790 -3.148 -2.997
N -1.548 -2.941 -1.926
C -2.852 -3.138 -2.056
C -3.463 -3.545 -3.225
H -4.892 -4.336 -6.738
H -5.072 -3.425 -5.298
H -0.640 -3.749 -5.055
H 0.272 -2.987 -2.861
H -3.445 -2.975 -1.165
H -4.530 -3.713 -3.249
C 3.563 4.411 -1.835
C 3.010 4.990 -0.605
C 3.726 5.786 0.268
C 3.061 6.306 1.393
N 1.786 6.113 1.617
C 1.064 5.366 0.766
S -0.567 5.184 0.909
N 1.712 4.767 -0.309
C 3.797 7.167 2.377
H 4.486 4.911 -2.115
H 2.847 4.467 -2.653
H 3.793 3.324 -1.726
H 4.766 6.009 0.089
H 1.156 4.154 -0.896
H 4.068 8.113 1.909
H 4.715 6.679 2.701
H 3.155 7.360 3.230
*
```

HOMO energy in eV: -1.90
Kohn-Sham gap in eV: 4.47
Energy relative to the best compared isomer or geometry (same formula, charge and spin) in kJ/mol: 0.0

Mulliken population analysis, charges in e, atoms 1 to 4: number 1, Rb, carries 1.10; number 2, Cl, carries -0.31; number 3, C, carries 0.36; number 4, C, carries -0.42